1.
Molecular formula: C2H9NS
Method: DFT, the ωB97M-V functional and the def2-TZVPD basis

Results
Electronic energy in eV: -14542.7434
E_LUMO in hartree: 0.036
HOMO in eV: -8.94
Max |F| in Eh/bohr: 0.1093
Charge: 0
HOMO-LUMO gap in eV: 9.93

Each line ends with the Mulliken charge.
Atoms and positions in Å:
1 H -0.021 0.176 -3.784  0.207
2 H -0.009 0.289 -3.042  -0.207
3 C 1.794 -0.903 0.631  -0.574
4 C 0.760 -0.033 0.018  -0.417
5 S 0.982 0.265 1.829  -0.172
6 H 1.779 -1.860 0.975  0.349
7 H 2.819 -0.610 0.229  0.189
8 H -0.157 -0.533 -0.501  0.316
9 H 0.986 0.987 -0.440  0.295
10 N -2.204 0.777 0.789  -0.627
11 H -1.407 0.181 1.017  0.166
12 H -2.850 -0.057 0.721  0.246
13 H -2.471 1.319 1.557  0.229

Atomic forces in eV per Å
H 0.011 0.042 0.319
H -0.013 -0.039 -0.321
C 2.485 4.826 -1.452
C -1.844 -0.041 -0.903
S 0.102 -0.785 -0.721
H -0.921 -2.749 0.217
H -1.105 -0.383 1.143
H 1.400 1.050 1.548
H 0.275 -2.022 0.096
N -0.296 -3.412 -1.902
H 0.390 1.100 0.440
H -0.098 1.711 -0.004
H -0.385 0.702 1.538

***

2.
Molecular formula: C2H9NS
Method: DFT, the ωB97M-V functional and the def2-TZVPD basis

Results
Electronic energy in eV: -14542.9317
E_LUMO in hartree: 0.034
HOMO in eV: -8.48
Max |F| in Eh/bohr: 0.0711
Charge: 0
HOMO-LUMO gap in eV: 9.41

Each line ends with the Mulliken charge.
Atoms and positions in Å:
1 H 0.135 -2.965 3.497  0.217
2 H -0.149 -2.589 2.964  -0.226
3 C 0.536 -0.075 0.933  -0.441
4 C 0.223 -1.040 -0.103  -0.604
5 S -1.189 0.020 0.537  -0.170
6 H 0.933 0.830 0.649  0.214
7 H 0.593 -0.222 1.971  0.300
8 H 0.388 -0.800 -1.131  0.462
9 H 0.388 -2.117 0.236  0.248
10 N 1.177 1.355 -2.162  -0.631
11 H 2.235 1.040 -2.063  0.237
12 H 0.814 1.656 -3.044  0.188
13 H 0.891 2.049 -1.507  0.205

Atomic forces in eV per Å
H 0.498 -0.637 0.899
H -0.512 0.649 -0.914
C -0.425 0.829 -0.023
C -0.389 -1.827 1.502
S -1.087 -1.254 -0.798
H 1.537 1.728 -0.650
H 0.827 -1.110 1.030
H 0.476 0.150 -0.272
H -0.957 1.443 -0.725
N 2.310 -1.565 0.725
H -3.263 1.473 -0.748
H 0.677 -0.182 -0.713
H 0.307 0.303 0.686

***

3.
Molecular formula: C2H9NS2
Method: DFT, the ωB97M-V functional and the def2-TZVPD basis

Results
Electronic energy in eV: -25379.9499
E_LUMO (spin up / spin down) in hartree: 0.129 / 0.128
HOMO (spin up / spin down) in eV: -0.30 / -3.08
Max |F| in Eh/bohr: 0.0721
Charge: -1
HOMO-LUMO gap (spin up / spin down) in eV: 3.80 / 6.57
<S²>: 0.7538
2S+1: 2

Each line ends with the Mulliken spin population.
Atoms and positions in Å:
1 S -3.314 1.520 -0.429  0.507
2 S -3.363 0.069 -2.099  0.456
3 H -3.879 2.492 -1.131  0.016
4 H -2.788 -1.051 -1.543  0.020
5 C 2.186 -0.185 1.305  -0.003
6 C 1.045 0.112 0.310  -0.005
7 N 0.741 -1.040 -0.522  0.006
8 H 1.850 -0.697 2.211  0.000
9 H 2.597 0.760 1.669  0.001
10 H 2.989 -0.761 0.846  0.000
11 H 1.430 0.946 -0.272  0.002
12 H 0.185 0.394 0.924  0.005
13 H 0.136 -0.881 -1.314  -0.001
14 H 0.185 -1.678 0.044  -0.004

Atomic forces in eV per Å
S 0.354 1.824 2.992
S 0.179 -2.714 -2.520
H -0.127 0.076 -0.351
H -0.326 0.772 -0.087
C -0.152 0.084 0.177
C 0.572 -0.103 0.735
N -0.018 -0.927 0.264
H -0.094 -0.265 -0.183
H 0.066 0.039 -0.084
H -0.020 -0.012 -0.077
H -0.577 0.032 -0.356
H -0.086 0.567 -0.328
H -0.034 0.727 -0.132
H 0.262 -0.099 -0.050

***

4.
Molecular formula: C2H9NSi2
Method: DFT, the ωB97M-V functional and the def2-TZVPD basis

Results
Electronic energy in eV: -19460.0319
E_LUMO (spin up / spin down) in hartree: 0.032 / -0.101
HOMO (spin up / spin down) in eV: -5.65 / -9.58
Max |F| in Eh/bohr: 0.2014
Charge: 0
HOMO-LUMO gap (spin up / spin down) in eV: 6.52 / 6.84
<S²>: 2.0076
2S+1: 3

Each line ends with the Mulliken spin population.
Atoms and positions in Å:
1 C -0.944 0.810 -2.334  1.003
2 C 0.054 0.734 -1.468  0.754
3 N 0.029 0.725 2.207  0.007
4 Si 0.693 -0.863 -0.706  0.062
5 Si 0.306 -0.935 1.803  0.066
6 H -1.294 1.747 -2.746  0.020
7 H -1.462 -0.073 -2.672  0.013
8 H 0.542 1.654 -1.162  0.033
9 H -0.249 0.966 3.144  0.000
10 H -0.460 1.306 1.549  0.001
11 H 2.131 -0.944 -1.010  0.028
12 H 0.024 -1.980 -1.390  -0.006
13 H 1.452 -1.328 2.629  0.009
14 H -0.824 -1.820 2.156  0.011

Atomic forces in eV per Å
C -7.439 0.662 -6.343
C 7.651 -1.366 6.845
N -0.069 0.033 -0.073
Si -0.406 0.962 0.787
Si 0.072 0.505 -1.113
H -0.063 -0.021 -0.015
H -0.129 -0.046 -0.136
H 0.107 -0.068 0.043
H 0.056 0.018 0.119
H -0.075 0.072 -0.144
H 0.267 -0.075 0.175
H -0.141 -0.172 -0.031
H 0.249 -0.308 -0.020
H -0.080 -0.198 -0.094

***

One value per record, in order, for energy above the lowest of the compared OMol25 structures with the same formula, charge and spin: 58.81 54.46 10.27 12.43 kcal per mole.